1.
{
  "formula": "C5H7NO",
  "method": "wB97M-V/def2-TZVPD",
  "symbols": ["O", "C", "C", "C", "C", "N", "C", "H", "H", "H", "H", "H", "H", "H"],
  "coordinates": [[2.398239, 0.020272, 0.147145], [1.237324, 0.440957, -0.491066], [0.131142, -0.562351, -0.767353], [-0.333649, -0.946667, 0.679441], [-1.702035, -0.378013, 0.219730], [-0.939188, 0.530630, -0.684298], [0.065443, 0.962528, 0.334495], [2.162916, -0.735270, 0.707934], [1.503924, 1.090315, -1.329769], [0.095000, -1.305308, -1.568347], [0.124231, 0.022651, 1.307843], [-2.295133, -1.109580, -0.339943], [-2.341110, 0.131975, 0.949830], [-0.063286, 1.882866, 0.916701]],
  "forces_ev_per_angstrom": [[-0.0247, -0.1646, 0.1568], [-0.1605, 0.1419, -0.1903], [0.2240, -0.3339, -0.2609], [-0.1206, -0.1756, -0.0978], [-0.2695, -0.0331, 0.1077], [-0.0223, 0.0762, 0.0211], [0.0933, 0.4643, 0.0786], [0.0801, 0.0957, -0.0319], [-0.0465, -0.0706, 0.0850], [0.0020, 0.1149, 0.1378], [0.0167, 0.0385, 0.0555], [0.0986, 0.0854, 0.0894], [0.0941, -0.0913, -0.0918], [0.0353, -0.1476, -0.0591]],
  "mulliken_charge": [-0.5814, -0.3386, -0.0930, -0.6312, -0.3133, -0.5650, -0.0733, 0.3820, 0.4693, 0.4564, 0.2635, 0.2559, 0.2532, 0.5155],
  "total_energy_ha": -324.4596,
  "total_charge": 0,
  "homo_ev": -7.8635,
  "homo_lumo_gap_ev": 8.5,
  "lumo_ev": 0.68,
  "e_above_lowest_ev": 7.208
}

=====

2.
{
  "formula": "C5H7NO",
  "method": "wB97M-V/def2-TZVPD",
  "symbols": ["C", "C", "N", "H", "H", "H", "H", "H", "C", "C", "C", "O", "H", "H"],
  "coordinates": [[-0.803586, -1.630915, -0.320027], [0.444860, -0.832261, -0.106309], [1.656169, -1.144099, -0.271517], [1.779376, -2.089849, -0.647386], [0.221945, 0.541486, -0.289819], [-1.438831, -1.569712, 0.565604], [-1.373189, -1.217796, -1.157023], [-0.574501, -2.677696, -0.530688], [0.235764, 0.590655, 1.218131], [0.045732, 1.915241, -0.138555], [-0.266408, 2.988290, -0.608735], [-0.699927, 0.439276, 1.935997], [1.297498, 0.755522, 1.379085], [-0.524902, 3.931859, -1.028758]],
  "forces_ev_per_angstrom": [[0.0309, -0.0272, -0.0206], [0.0480, 0.0946, 0.1567], [-0.1772, 0.0369, 0.0225], [-0.0726, 0.0761, 0.0424], [0.0200, -0.0854, 0.2147], [0.0448, 0.0106, -0.0258], [0.0428, -0.0064, 0.0419], [0.0076, 0.0603, 0.0134], [-0.1863, -0.1759, -0.0321], [-0.1733, 0.4026, -0.0580], [0.1490, -0.4325, 0.1929], [0.2741, 0.0475, -0.4120], [-0.0045, -0.0123, -0.1298], [-0.0034, 0.0111, -0.0061]],
  "mulliken_charge": [-1.1849, 0.3733, -0.6143, 0.2890, 0.4550, 0.3158, 0.3117, 0.3810, 0.1978, -0.7867, -0.0486, -0.4851, 0.3993, 0.3966],
  "total_energy_ha": -324.4717,
  "total_charge": 0,
  "homo_ev": -9.2350,
  "homo_lumo_gap_ev": 9.2,
  "lumo_ev": -0.01,
  "e_above_lowest_ev": 6.878
}

=====

3.
{
  "formula": "C5H7NO",
  "method": "wB97M-V/def2-TZVPD",
  "symbols": ["C", "C", "C", "N", "C", "C", "O", "H", "H", "H", "H", "H", "H", "H"],
  "coordinates": [[-1.035448, -0.913161, 0.733804], [-0.615473, 0.446553, 0.118800], [-1.532502, 0.850816, -0.968404], [-2.184901, 1.161504, -1.874940], [0.806454, 0.511108, -0.492949], [1.949130, -0.185117, 0.207441], [1.875235, -0.865369, 1.200957], [-2.039157, -1.190028, 0.413115], [-1.032390, -0.849553, 1.824762], [-0.360551, -1.716698, 0.441039], [-0.681498, 1.212847, 0.901599], [0.796842, 0.086844, -1.505623], [1.103584, 1.563186, -0.605494], [2.926235, -0.038134, -0.312421]],
  "forces_ev_per_angstrom": [[-0.0661, -0.0522, -0.0490], [0.1247, 0.0072, 0.0463], [-0.5383, 0.3614, -0.8071], [0.6931, -0.3810, 1.1158], [0.0155, -0.0236, 0.0547], [-0.0753, -0.2155, 0.3195], [0.0508, 0.4139, -0.3533], [0.0003, 0.0852, 0.0320], [0.1063, -0.0627, -0.2171], [-0.0502, 0.1042, 0.0029], [-0.0417, -0.1096, -0.1951], [0.0032, 0.0963, 0.0374], [-0.0303, -0.1807, -0.1373], [-0.1920, -0.0428, 0.1502]],
  "mulliken_charge": [-1.2363, 0.7324, 0.0049, -0.4354, -0.8939, 0.0045, -0.4667, 0.4120, 0.2718, 0.3081, 0.2214, 0.3505, 0.3787, 0.3479],
  "total_energy_ha": -324.6886,
  "total_charge": 0,
  "smiles": "C[C@H](C#N)CC=O",
  "homo_ev": -10.3583,
  "homo_lumo_gap_ev": 11.0,
  "lumo_ev": 0.66,
  "e_above_lowest_ev": 0.975
}

=====

4.
{
  "formula": "C5H7NO",
  "method": "wB97M-V/def2-TZVPD",
  "symbols": ["C", "C", "N", "C", "C", "C", "O", "H", "H", "H", "H", "H", "H", "H"],
  "coordinates": [[-1.935553, -0.151624, 0.204482], [-0.462970, 0.340847, -0.051112], [0.036274, -0.832722, 0.840296], [0.739259, 0.374684, 0.874350], [1.740729, 0.379138, -0.277816], [0.515555, 0.252291, -1.234120], [0.397457, 0.131901, -2.422158], [-2.414217, 0.270968, -0.639364], [-2.337643, 0.218993, 1.149122], [-2.210161, -1.249389, 0.214234], [0.413433, -1.541850, 0.227018], [0.790361, 0.897382, 1.815860], [2.492800, -0.425253, -0.262286], [2.234671, 1.334633, -0.438510]],
  "forces_ev_per_angstrom": [[-0.5488, 1.2708, -0.7895], [-1.0246, -3.3147, 0.6601], [1.4206, -0.5670, 0.2928], [0.4892, 0.1010, 0.4773], [-0.0493, 0.3947, -0.0600], [-0.6294, -0.3558, -0.1355], [0.1209, 0.2269, 0.7029], [-1.6330, 0.5672, -0.5885], [0.1181, 0.3555, -0.2607], [1.2694, 1.0547, -0.2674], [0.6201, -0.2347, 0.0795], [0.1758, 0.1665, 0.0272], [-0.3977, 0.2284, -0.0484], [0.0687, 0.1064, -0.0899]],
  "mulliken_charge": [-1.0803, 0.1934, -0.5231, 0.1211, -0.6549, 0.2461, -0.5652, 0.3938, 0.3238, 0.2843, 0.2615, 0.4283, 0.2755, 0.2958],
  "total_energy_ha": -324.5876,
  "total_charge": 0,
  "smiles": "C[C@]12N[C@H]1CC2=O",
  "homo_ev": -9.3966,
  "homo_lumo_gap_ev": 10.4,
  "lumo_ev": 1.01,
  "e_above_lowest_ev": 3.725
}

=====

5.
{
  "formula": "C5H7NO",
  "method": "wB97M-V/def2-TZVPD",
  "symbols": ["C", "C", "O", "C", "C", "N", "C", "H", "H", "H", "H", "H", "H", "H"],
  "coordinates": [[-1.294802, -0.950386, 0.094448], [-1.230149, 0.360632, -0.664107], [-0.851229, 1.395949, 0.238477], [0.588187, 1.105712, 0.231892], [0.944674, -0.114791, 0.964493], [0.216883, -0.968337, 0.149127], [0.289201, 0.051952, -0.894878], [-1.758091, -0.939915, 1.080875], [-1.633738, -1.805673, -0.494469], [-1.970902, 0.670140, -1.402044], [1.189637, 2.013362, 0.198561], [2.238757, -0.243282, -0.304981], [1.450943, -0.376179, 1.888418], [1.820626, -0.199183, -1.085818]],
  "forces_ev_per_angstrom": [[-0.2634, -0.0360, 0.0633], [-0.3615, -0.0827, -0.1487], [-0.0838, 0.0744, 0.0683], [0.4063, 0.1376, 0.0620], [-0.0454, -0.0211, 0.1667], [0.2963, -0.1104, 0.0587], [0.0724, -0.0010, -0.2414], [0.0522, 0.0065, -0.1434], [0.0497, 0.1289, 0.0742], [0.1155, -0.0547, 0.1150], [-0.0760, -0.1423, 0.0112], [-0.0789, 0.0120, -0.0273], [-0.0740, 0.0487, -0.1226], [-0.0095, 0.0401, 0.0641]],
  "mulliken_charge": [-0.4612, -0.0129, -0.3837, -0.0960, -0.4931, -0.2120, -0.1916, 0.2743, 0.2525, 0.4188, 0.3595, 0.1545, 0.3692, 0.0217],
  "total_energy_ha": -324.4231,
  "total_charge": 0,
  "homo_ev": [-8.5741, -8.5737],
  "homo_lumo_gap_ev": [8.6, 8.6],
  "lumo_ev": [0.03, 0.03],
  "e_above_lowest_ev": 8.202
}

=====

6.
{
  "formula": "C5H7NO",
  "method": "wB97M-V/def2-TZVPD",
  "symbols": ["O", "C", "C", "C", "C", "C", "N", "H", "H", "H", "H", "H", "H", "H"],
  "coordinates": [[1.772443, -0.847333, -0.888179], [1.188206, -0.257022, 0.241613], [0.699866, 1.207983, 0.056723], [-0.746219, 1.002383, -0.255892], [-1.083485, -0.462661, -0.542458], [-0.198268, -0.722878, 0.675478], [-0.600179, 0.662857, 1.193371], [1.504444, -0.335492, -1.661090], [1.910117, -0.342260, 1.062738], [0.210264, 1.280828, 1.550882], [-1.375223, 1.845351, -0.534463], [-0.763164, -0.893076, -1.495185], [-2.134895, -0.690984, -0.354848], [-0.358450, -1.589351, 1.320627]],
  "forces_ev_per_angstrom": [[-0.0555, 0.0675, -0.2141], [-0.0092, 0.0730, 0.2420], [0.1712, -0.0570, -0.5689], [-0.0742, 0.2584, -0.2418], [-0.0101, -0.0666, -0.1055], [0.0367, -0.2661, 0.0936], [-0.0004, 0.1183, 0.2335], [0.0986, -0.1403, 0.0219], [-0.1195, 0.0851, -0.1366], [-0.3522, -0.2597, 0.5314], [0.1599, -0.1374, 0.0065], [-0.0640, 0.0697, 0.1787], [0.1358, 0.0713, 0.0337], [0.0829, 0.1837, -0.0745]],
  "mulliken_charge": [-0.5475, 0.2140, -1.0336, 0.1911, -0.7612, -0.1355, -0.3910, 0.3430, 0.3685, 0.4037, 0.3777, 0.2564, 0.2989, 0.4155],
  "total_energy_ha": -324.5268,
  "total_charge": 0,
  "homo_ev": -8.4986,
  "homo_lumo_gap_ev": 9.3,
  "lumo_ev": 0.76,
  "e_above_lowest_ev": 5.380
}

=====

7.
{
  "formula": "C5H7NO",
  "method": "wB97M-V/def2-TZVPD",
  "symbols": ["C", "C", "C", "N", "C", "C", "O", "H", "H", "H", "H", "H", "H", "H"],
  "coordinates": [[1.441002, -1.069891, -1.399270], [0.989275, 0.259465, -0.868944], [0.249248, 0.338147, 0.229104], [-0.399066, 1.473275, 0.799955], [-1.636446, 0.921381, 1.237512], [-1.584787, -0.400484, 1.082346], [-0.300654, -0.810912, 0.767531], [1.275495, -1.154308, -2.478619], [0.892842, -1.878718, -0.906426], [2.507902, -1.229990, -1.210576], [1.210159, 1.181178, -1.392848], [0.122661, 2.008744, 1.488766], [-2.437732, 1.540508, 1.611271], [-2.329897, -1.178394, 1.040198]],
  "forces_ev_per_angstrom": [[0.0824, -0.0616, -0.0428], [0.0300, 0.0937, 0.1472], [0.1063, 0.0802, -0.4649], [0.0524, -0.0878, 0.0635], [-0.1610, -0.1596, 0.0646], [-0.2525, 0.0679, 0.3583], [-0.1986, -0.0286, -0.2881], [0.0569, 0.0941, 0.1320], [0.1361, 0.1589, -0.1241], [-0.0713, -0.0103, -0.0965], [0.2489, -0.0392, 0.1453], [-0.0054, -0.1651, -0.1539], [0.0140, -0.0656, -0.2401], [-0.0382, 0.1230, 0.4996]],
  "mulliken_charge": [-0.9913, -0.2540, 0.2843, -0.2979, -0.1421, -0.4360, -0.3802, 0.3005, 0.2933, 0.2541, 0.3694, 0.2557, 0.3685, 0.3756],
  "total_energy_ha": -324.6507,
  "total_charge": 0,
  "smiles": "C/C=C1/NC=CO1",
  "homo_ev": -7.7903,
  "homo_lumo_gap_ev": 8.9,
  "lumo_ev": 1.06,
  "e_above_lowest_ev": 2.008
}

=====

8.
{
  "formula": "C5H7NO",
  "method": "wB97M-V/def2-TZVPD",
  "symbols": ["H", "N", "C", "O", "C", "C", "C", "C", "H", "H", "H", "H", "H", "H"],
  "coordinates": [[-0.760475, -2.563795, 1.650232], [-0.069950, -1.830838, 1.895074], [-0.014081, -0.990262, 0.943792], [-0.851355, -1.201063, -0.190953], [-0.346255, -0.510010, -1.328741], [0.559720, 0.741621, -0.770337], [-0.178327, 1.559220, 0.251143], [0.727696, 0.400949, 0.703741], [-1.203627, -0.243533, -1.982765], [0.335030, -1.181183, -1.864815], [1.376876, 1.190881, -1.376477], [-1.244981, 1.370316, 0.253568], [0.051549, 2.603499, 0.517485], [1.618179, 0.654198, 1.299054]],
  "forces_ev_per_angstrom": [[0.6339, 0.4231, 0.0674], [0.1781, 1.1529, -0.7120], [-0.8521, 0.5966, -0.7650], [1.0601, 0.8087, 0.7158], [1.2068, 1.4173, 0.1226], [-0.7691, -1.0379, -0.2315], [-0.2709, -0.4721, 0.0534], [-0.6735, -1.1993, 0.3794], [0.6090, 0.0903, 0.5147], [-0.1375, 0.1208, -0.0896], [-0.7612, -0.6920, 0.4628], [-0.0461, -0.0207, 0.2322], [0.3560, -0.7914, -0.2691], [-0.5337, -0.3963, -0.4812]],
  "mulliken_charge": [0.2977, -0.7260, 0.4037, -0.4210, -0.4418, -0.2192, -0.6019, -0.0879, 0.2985, 0.3069, 0.3317, 0.2006, 0.2696, 0.3889],
  "total_energy_ha": -324.6583,
  "total_charge": 0,
  "smiles": "[H]/N=C1\\OC[C@H]2C[C@@H]12",
  "homo_ev": -9.8538,
  "homo_lumo_gap_ev": 10.9,
  "lumo_ev": 1.02,
  "e_above_lowest_ev": 1.800
}

=====

9.
{
  "formula": "C5H7NO",
  "method": "wB97M-V/def2-TZVPD",
  "symbols": ["C", "N", "C", "O", "H", "H", "H", "C", "C", "C", "H", "H", "H", "H"],
  "coordinates": [[0.105358, -0.323486, 1.632104], [1.238450, -0.502247, 1.079720], [1.875544, 0.685136, 0.629359], [1.731410, 1.782638, 1.108919], [-0.339443, 0.667155, 1.756411], [-0.447886, -1.183612, 2.008855], [2.559791, 0.490624, -0.213450], [-2.093023, -0.024970, -0.335446], [-1.171582, -0.630378, -1.039179], [-0.176148, -1.221960, -1.638322], [-2.846188, -0.585838, 0.213872], [-2.113895, 1.059861, -0.263521], [0.708065, -1.461335, -1.045549], [-0.191489, -1.495761, -2.688971]],
  "forces_ev_per_angstrom": [[0.2265, -0.0762, 0.0049], [-0.2524, 0.0747, 0.2955], [-0.0257, 0.4232, 0.0829], [0.1290, -0.4895, -0.1680], [0.0670, -0.0840, -0.0487], [0.1427, 0.0916, -0.0089], [-0.0873, 0.0815, 0.0837], [0.0975, -0.0825, -0.1315], [0.0201, -0.0057, 0.0397], [-0.1604, 0.0656, 0.0856], [0.0777, 0.0638, -0.1765], [-0.0298, -0.1398, -0.0775], [-0.1256, 0.0125, -0.1296], [-0.0793, 0.0646, 0.1485]],
  "mulliken_charge": [-0.3981, -0.4308, 0.2254, -0.4704, 0.3287, 0.3316, 0.3646, -0.7464, 0.3664, -0.7424, 0.2827, 0.2972, 0.3340, 0.2576],
  "total_energy_ha": -324.6077,
  "total_charge": 0,
  "smiles": "C=NC=O.C=C=C",
  "homo_ev": -10.1335,
  "homo_lumo_gap_ev": 10.3,
  "lumo_ev": 0.13,
  "e_above_lowest_ev": 3.178
}